Record 1
{"formula": "C60H137N7O12", "method": "wB97M-V/def2-TZVPD", "de_lowest_kcal_mol": 81.32, "lumo_energy_ha": 0.015, "total_energy_ha": -3653.921792, "smiles": "CC1(C)CCCC(C)(C)N1O.CC1(C)CCCC(C)(C)N1O.CC1(C)CCCC(C)(C)N1O.CC1(C)CCCC(C)(C)N1O.COCCNCCOC.COCCNCCOC.COCCNCCOC.CC(C)O.CC(C)O", "largest_force_ha_per_bohr": 0.0823, "total_charge": 0, "homo_lumo_gap_ev": 7.900, "elements": ["C", "C", "C", "C", "C", "C", "C", "C", "C", "N", "O", "H", "H", "H", "H", "H", "H", "H", "H", "H", "H", "H", "H", "H", "H", "H", "H", "H", "H", "H", "C", "C", "C", "C", "C", "C", "C", "C", "C", "N", "O", "H", "H", "H", "H", "H", "H", "H", "H", "H", "H", "H", "H", "H", "H", "H", "H", "H", "H", "H", "C", "C", "C", "C", "C", "C", "C", "C", "C", "N", "O", "H", "H", "H", "H", "H", "H", "H", "H", "H", "H", "H", "H", "H", "H", "H", "H", "H", "H", "H", "C", "C", "C", "C", "C", "C", "C", "C", "C", "N", "O", "H", "H", "H", "H", "H", "H", "H", "H", "H", "H", "H", "H", "H", "H", "H", "H", "H", "H", "H", "C", "O", "C", "C", "N", "C", "C", "O", "C", "H", "H", "H", "H", "H", "H", "H", "H", "H", "H", "H", "H", "H", "H", "H", "C", "O", "C", "C", "N", "C", "C", "O", "C", "H", "H", "H", "H", "H", "H", "H", "H", "H", "H", "H", "H", "H", "H", "H", "C", "O", "C", "C", "N", "C", "C", "O", "C", "H", "H", "H", "H", "H", "H", "H", "H", "H", "H", "H", "H", "H", "H", "H", "C", "C", "C", "O", "H", "H", "H", "H", "H", "H", "H", "H", "C", "C", "C", "O", "H", "H", "H", "H", "H", "H", "H", "H"], "positions_angstrom": [[4.3118, 2.8301, -1.7572], [4.5525, 2.9126, -3.2868], [4.6368, 4.4775, -3.5350], [5.8730, 2.2848, -3.7029], [6.2099, 2.0042, -5.1759], [5.0611, 1.0900, -5.5727], [3.6054, 1.6416, -5.3707], [3.3120, 2.7465, -6.3768], [2.6755, 0.4019, -5.3937], [3.4679, 2.1892, -3.9743], [2.2039, 2.4882, -3.6100], [4.3401, 1.8374, -1.3079], [5.0405, 3.4846, -1.2788], [3.3089, 3.1875, -1.5238], [4.6653, 4.6259, -4.6145], [3.8254, 4.9892, -3.0175], [5.6291, 4.8097, -3.2296], [6.7220, 2.8134, -3.2695], [5.9425, 1.3554, -3.1377], [6.1249, 2.9446, -5.7204], [7.2172, 1.6157, -5.3257], [5.1268, 0.1072, -5.1060], [5.2406, 0.8290, -6.6157], [3.4310, 2.3535, -7.3865], [3.9551, 3.6237, -6.3061], [2.2727, 3.0746, -6.3573], [2.8671, -0.4614, -4.7565], [2.9438, -0.0199, -6.3624], [1.6311, 0.7138, -5.3921], [1.9582, 1.8001, -2.9873], [-7.6182, -4.1513, -1.2350], [-6.3033, -3.7416, -0.4242], [-6.5161, -3.7452, 1.0944], [-5.2334, -4.9120, -0.6277], [-3.7709, -4.4800, -0.5547], [-3.5237, -3.2303, -1.3782], [-4.3903, -1.9791, -1.0722], [-3.8106, -1.3686, 0.2542], [-4.1590, -0.9465, -2.2388], [-5.7987, -2.4052, -0.9499], [-6.5633, -1.2968, -0.6476], [-8.1215, -3.2150, -1.4760], [-7.2080, -4.5163, -2.1767], [-8.3556, -4.7939, -0.7540], [-6.8946, -4.7485, 1.2898], [-5.5759, -3.7171, 1.6451], [-7.3441, -3.0578, 1.2672], [-5.3887, -5.6511, 0.1582], [-5.3389, -5.4766, -1.5541], [-3.4029, -4.1861, 0.4282], [-3.2762, -5.4002, -0.8652], [-3.4749, -3.4888, -2.4360], [-2.4684, -3.0474, -1.1755], [-4.2686, -1.9035, 1.0863], [-4.1246, -0.3253, 0.2236], [-2.7416, -1.4926, 0.4274], [-4.7944, -0.0868, -2.0263], [-4.4159, -1.4940, -3.1457], [-3.1048, -0.6752, -2.2937], [-6.4369, -1.2477, 0.3028], [1.3150, -2.2894, 3.8818], [0.0615, -3.0764, 4.2061], [-1.0545, -2.6770, 3.2225], [0.3713, -4.5740, 3.8921], [1.1009, -5.3477, 5.0507], [0.3855, -5.1219, 6.3396], [0.3306, -3.5979, 6.7203], [-0.4643, -3.4899, 8.0282], [1.7920, -3.1576, 7.0635], [-0.3922, -2.8492, 5.6519], [-0.8165, -1.5384, 5.9365], [1.5263, -2.4460, 2.8240], [1.1817, -1.2383, 4.1378], [2.2515, -2.6578, 4.3006], [-2.0019, -3.2007, 3.3501], [-1.3539, -1.6290, 3.2322], [-0.7442, -2.9255, 2.2075], [-0.6340, -4.9812, 3.7845], [0.9692, -4.6479, 2.9837], [1.1453, -6.4219, 4.8710], [2.1403, -5.0926, 5.2574], [1.0487, -5.6239, 7.0441], [-0.6369, -5.4949, 6.2785], [0.0070, -4.1703, 8.7375], [-1.5055, -3.5751, 7.7169], [-0.3915, -2.4474, 8.3378], [2.5083, -3.0703, 6.2465], [2.2355, -3.8494, 7.7796], [1.8517, -2.1592, 7.4967], [-1.7694, -1.5846, 6.0442], [-3.4293, 0.6741, 2.9222], [-3.3918, 1.8704, 4.0062], [-3.0999, 3.1919, 3.1756], [-4.8509, 1.9457, 4.6800], [-4.9378, 2.8172, 5.9101], [-3.8815, 2.3521, 6.9628], [-2.3719, 2.1933, 6.3739], [-1.7511, 3.6520, 6.3837], [-1.6166, 1.4246, 7.5007], [-2.4408, 1.4968, 5.0629], [-1.2001, 1.1318, 4.6309], [-4.3616, 0.8084, 2.3737], [-2.5533, 0.7200, 2.2751], [-3.3250, -0.2981, 3.4039], [-3.9158, 3.4236, 2.4909], [-3.0152, 4.0075, 3.8937], [-2.1603, 3.1400, 2.6256], [-5.5620, 2.3920, 3.9849], [-5.1704, 0.9192, 4.8599], [-4.8033, 3.8163, 5.4957], [-5.9490, 2.8102, 6.3171], [-4.1680, 1.3388, 7.2441], [-3.8386, 2.9042, 7.9017], [-1.6893, 4.0152, 7.4095], [-2.2887, 4.4727, 5.9087], [-0.7327, 3.7845, 6.0186], [-1.9158, 0.3983, 7.7138], [-1.5359, 1.9613, 8.4460], [-0.6193, 1.2074, 7.1183], [-1.0385, 0.3080, 5.0967], [1.7127, 3.0780, 2.2328], [1.7180, 3.7582, 0.9868], [0.7669, 4.8889, 0.9557], [0.8906, 5.3811, -0.4455], [0.1533, 4.4123, -1.2463], [-0.0639, 4.8354, -2.6096], [-0.8876, 3.7332, -3.4288], [-1.1799, 4.3539, -4.6310], [-0.1338, 4.1606, -5.6526], [1.6461, 3.7819, 3.0623], [2.5659, 2.4043, 2.3119], [0.8052, 2.4851, 2.3474], [1.0526, 5.5962, 1.7343], [-0.2492, 4.6155, 1.2400], [1.9285, 5.6499, -0.6421], [0.3658, 6.3362, -0.4222], [0.6586, 3.5378, -1.2456], [0.8143, 4.9297, -3.2484], [-0.7135, 5.7079, -2.5412], [-1.8035, 3.5503, -2.8669], [-0.3256, 2.8133, -3.5908], [-0.3517, 4.4792, -6.6720], [0.1219, 3.1255, -5.8793], [0.7506, 4.7147, -5.3381], [-1.0598, 0.0062, -5.9257], [-2.3398, 0.2759, -6.4337], [-2.7598, 1.6053, -6.3664], [-4.2696, 1.6840, -6.6872], [-4.4844, 1.5236, -8.1465], [-5.9586, 1.5744, -8.3543], [-6.7517, 2.8230, -7.9700], [-8.1533, 2.6605, -8.2531], [-8.9660, 3.6685, -7.6133], [-0.9259, -1.0555, -5.7183], [-1.0354, 0.5619, -4.9883], [-0.3021, 0.3720, -6.6187], [-2.1564, 2.2295, -7.0255], [-2.6842, 1.9396, -5.3317], [-4.5808, 2.6777, -6.3652], [-4.9343, 1.0579, -6.0920], [-4.0441, 0.6475, -8.3884], [-6.4164, 0.7122, -7.8694], [-6.0812, 1.4928, -9.4343], [-6.2161, 3.6371, -8.4584], [-6.5897, 2.9869, -6.9046], [-9.1940, 3.5503, -6.5539], [-9.9832, 3.7525, -7.9956], [-8.6484, 4.7019, -7.7521], [6.7055, -4.2556, 6.0774], [6.9929, -3.3504, 4.9786], [7.6636, -4.0411, 3.8819], [7.8022, -3.1280, 2.6232], [6.6061, -3.1529, 1.7204], [5.5029, -2.3448, 2.2327], [5.7120, -0.8167, 2.1198], [6.2362, -0.6087, 0.8002], [6.5713, 0.7235, 0.6677], [7.5609, -4.4862, 6.7123], [6.2061, -5.1473, 5.6985], [6.0333, -3.6104, 6.6430], [7.1420, -4.9476, 3.5750], [8.6372, -4.3689, 4.2463], [8.6949, -3.3801, 2.0508], [8.0448, -2.0763, 2.7755], [6.8052, -2.6537, 0.8653], [5.3161, -2.5449, 3.2878], [4.6007, -2.4774, 1.6354], [6.4086, -0.5235, 2.9053], [4.7391, -0.3351, 2.2182], [7.5128, 0.8848, 1.1927], [5.7294, 1.3844, 0.8742], [6.7886, 0.9616, -0.3735], [-0.8316, 0.4597, -1.0212], [0.7166, 0.6903, -0.9268], [1.3392, 0.0811, 0.3637], [1.4373, 0.0798, -2.0025], [-1.1557, -0.5787, -1.0899], [-1.1108, 0.8290, -2.0081], [-1.2835, 1.0312, -0.2105], [1.0096, 1.7277, -0.7655], [2.4158, -0.0869, 0.3945], [0.8563, -0.8582, 0.6332], [0.9820, 0.7150, 1.1753], [1.5035, -0.8519, -1.7806], [4.4318, -4.1076, -2.2510], [3.8143, -2.7808, -1.6837], [4.5800, -1.5811, -2.2693], [2.5233, -2.7328, -2.0149], [4.0384, -4.8504, -1.5570], [5.5117, -4.1211, -2.1034], [4.2279, -4.2169, -3.3161], [3.8733, -2.8727, -0.5992], [5.6361, -1.7734, -2.0802], [4.3038, -0.6770, -1.7266], [4.5205, -1.4562, -3.3505], [2.3698, -3.1018, -2.8877]], "forces_ev_per_a": [[0.03, -0.17, -0.36], [-0.83, 1.24, 0.01], [0.26, -1.39, -0.83], [1.83, -0.55, 1.11], [-2.15, 0.61, 1.30], [0.14, -0.40, -1.18], [0.79, 0.08, 2.53], [-0.66, -0.62, -1.07], [0.33, 0.61, -2.10], [3.43, -1.32, -0.54], [-1.59, 1.22, 0.07], [0.36, -0.28, -0.28], [-0.03, -0.08, 0.24], [0.06, 0.33, -0.06], [-0.54, 0.40, -0.01], [0.11, 0.19, -0.31], [-0.19, 0.19, 0.54], [-0.18, 0.69, 0.22], [-0.16, -0.56, -0.23], [0.15, 0.06, -0.26], [-0.21, -0.24, 0.13], [0.13, 0.15, 0.61], [-0.67, 0.10, -0.47], [0.17, -0.07, -0.22], [0.04, -0.22, 0.30], [0.01, 0.07, 0.41], [0.18, 0.77, 0.83], [-0.67, -0.18, -0.58], [0.05, -0.27, 0.11], [-0.21, -0.59, 0.17], [1.46, 1.76, 0.19], [0.88, -0.92, -0.28], [-0.93, -0.68, -1.11], [-0.14, 1.07, 0.30], [-1.14, 0.37, 0.19], [1.02, -0.73, -0.88], [1.85, -1.28, 0.36], [-1.29, -0.31, -0.43], [-0.70, -1.45, 1.07], [1.19, -1.56, -1.94], [-0.77, -0.19, 0.70], [-0.18, 0.02, 0.03], [-0.54, -0.37, -0.01], [0.51, -0.29, 0.11], [-0.31, 0.06, 0.27], [-0.22, 0.84, 0.18], [0.43, 0.35, 0.97], [-0.30, -0.02, 0.04], [-0.33, 0.39, -0.29], [-0.37, -0.56, 0.53], [0.87, 0.48, -0.17], [-0.69, 0.11, -0.32], [0.11, 0.82, -0.02], [-0.21, 0.28, 0.28], [0.33, 0.09, 0.64], [0.04, 0.29, -0.53], [0.10, 0.07, -0.45], [-0.24, 0.50, -0.22], [-0.07, 0.09, 0.16], [-0.36, 0.75, 0.59], [0.46, 0.26, -0.49], [0.22, 0.36, 0.69], [-0.34, 0.24, -0.01], [0.17, -0.14, 1.98], [-0.48, 0.39, -1.03], [0.00, 1.32, -0.11], [0.81, 0.04, 0.29], [0.33, 1.20, -1.42], [0.14, 0.58, -0.34], [-0.05, -2.74, -1.33], [1.06, 0.29, 0.03], [-0.27, 0.60, -0.34], [0.18, 0.10, -0.24], [-0.30, -0.09, 0.63], [0.10, -0.42, 0.46], [0.48, 0.24, 0.13], [0.22, 0.11, -0.07], [0.22, -0.71, -0.30], [-0.39, 0.14, -0.18], [-0.22, -0.07, -0.40], [0.16, 0.49, -0.68], [-0.79, -0.08, 0.75], [0.02, -0.26, 0.37], [-0.77, 0.01, 0.20], [-0.19, -0.91, 0.71], [0.20, -0.06, 0.51], [-0.30, -0.43, -0.28], [-0.13, -0.05, 0.13], [-0.43, 0.06, 0.27], [-0.24, -0.30, -0.01], [0.48, 1.37, 1.46], [-0.83, -0.61, -1.14], [0.06, -0.57, 1.44], [1.05, -0.31, -0.76], [1.14, -0.05, 0.43], [0.66, -0.45, -1.57], [-1.91, 1.96, 1.14], [0.19, 0.17, 0.18], [0.89, -0.78, -1.49], [-2.10, 0.26, 2.12], [1.57, 0.22, -0.99], [0.15, -0.35, -0.15], [-0.16, 0.34, -0.23], [-0.59, -0.02, 0.19], [0.00, -0.19, -0.03], [-0.02, 0.22, -0.17], [-0.01, -0.18, 0.00], [0.15, -0.26, -0.51], [0.03, -0.11, 0.17], [0.37, 0.42, 0.63], [0.00, -0.17, 0.14], [-0.11, -0.18, 0.02], [-0.02, 0.37, -0.24], [-0.06, -0.31, 0.30], [-0.59, -0.47, -0.42], [0.14, -0.69, -0.25], [-0.94, 0.05, -0.06], [-0.17, 0.19, -0.29], [0.48, 0.51, 0.23], [0.35, -0.49, -0.18], [-0.77, 0.19, -0.14], [-0.86, 0.45, 0.64], [1.78, -1.16, 0.88], [-1.50, 0.48, 1.06], [0.90, 0.39, -0.56], [-1.25, -2.11, -0.65], [0.95, 1.67, 1.65], [0.20, -0.32, -3.28], [-0.21, 0.23, 0.70], [0.54, 0.18, 0.18], [0.09, 0.28, -0.08], [-0.20, -0.28, -0.11], [0.49, 0.33, -0.07], [-0.13, -0.54, -0.43], [0.28, -0.53, -0.52], [-0.33, 0.15, -0.56], [0.16, -0.07, 0.10], [0.41, 0.75, 0.38], [0.29, 0.21, -0.54], [-0.18, -0.23, -0.23], [0.14, -0.14, 0.24], [-1.04, 0.80, 0.39], [-0.04, -0.45, 0.96], [0.18, -0.24, -0.02], [-0.52, 0.91, 0.27], [-0.60, -1.51, -0.82], [-1.28, -0.39, 0.86], [1.34, 0.85, -1.00], [-1.08, 1.73, 1.99], [0.11, -1.35, -1.51], [1.03, -0.23, 0.98], [0.23, 1.07, 0.49], [-0.47, 0.42, -0.22], [-0.19, 0.04, -0.23], [0.78, -0.04, 0.38], [0.32, -0.03, 0.06], [-0.16, 0.30, -0.10], [0.45, 0.34, 0.24], [0.15, 0.34, -0.35], [0.41, -0.79, 0.22], [-0.58, -0.27, -0.40], [-0.32, -0.18, 0.01], [-0.31, -0.39, -0.09], [-0.69, 0.58, -0.42], [-0.41, 0.14, 0.27], [0.86, -0.56, 0.34], [0.08, -0.91, -0.85], [0.87, -0.06, -0.07], [-0.43, 1.75, -0.83], [0.60, -1.49, -0.71], [0.01, 1.44, -0.09], [-0.54, 0.31, -0.52], [-0.07, -0.17, 0.76], [-0.34, 0.94, 0.31], [0.48, -1.70, -0.54], [-0.82, -0.51, 0.89], [0.69, 0.79, -1.35], [0.28, -0.13, -0.29], [-0.01, -0.11, 0.19], [-0.23, -0.60, 0.41], [-0.43, 0.01, 0.05], [0.30, 0.15, -0.09], [-0.19, -0.87, -0.15], [-0.08, 0.18, 1.23], [0.71, -0.33, -0.34], [-0.20, -0.33, -0.08], [-0.06, -0.80, 0.04], [0.14, 0.62, -0.12], [0.04, 0.32, 0.19], [-0.23, 0.71, 0.53], [0.14, 0.21, 0.75], [0.08, -0.38, -0.29], [1.67, 0.84, -0.70], [0.74, -2.21, 1.55], [-1.86, -0.04, 0.66], [-0.60, 1.18, -0.50], [0.43, -0.18, 0.70], [-0.31, 0.58, 0.11], [-0.44, -0.21, -0.16], [-0.33, 0.29, -1.07], [0.00, 0.50, -0.32], [0.04, -0.48, -0.36], [0.55, 0.14, 0.28], [0.30, -0.44, -0.22], [0.12, 0.97, 1.57], [3.88, -0.84, -1.46], [0.67, -0.31, 1.28], [-4.17, 0.27, -0.33], [-0.19, -0.67, -0.80], [0.05, 0.08, -0.10], [-0.27, -0.29, 0.10], [0.23, 0.52, 0.10], [0.19, 0.26, 0.18], [-0.05, 0.23, -0.38], [-0.58, -0.11, 0.03], [0.04, 0.03, -0.10]]}

Record 2
{"formula": "C4H6Cl2", "method": "wB97M-V/def2-TZVPD", "de_lowest_kcal_mol": 37.62, "lumo_energy_ha": 0.032, "total_energy_ha": -1076.322197, "smiles": "ClCCl.C#CC", "largest_force_ha_per_bohr": 0.0116, "total_charge": 0, "homo_lumo_gap_ev": 10.973, "elements": ["Cl", "C", "Cl", "H", "H", "C", "C", "C", "H", "H", "H", "H"], "positions_angstrom": [[-3.1836, -1.6298, 0.8631], [-2.0171, -0.5070, 1.5884], [-2.0760, 1.0738, 0.7951], [-2.2795, -0.3770, 2.6344], [-1.0152, -0.9130, 1.4610], [1.8741, 0.2325, 0.6498], [1.2481, 0.2828, -0.3691], [0.5362, 0.2598, -1.6269], [2.4095, 0.2241, 1.5512], [-0.4293, -0.2295, -1.5064], [1.1187, -0.2859, -2.3689], [0.3724, 1.2767, -1.9830]], "forces_ev_per_a": [[0.09, -0.03, 0.06], [0.00, -0.01, -0.07], [0.01, 0.03, 0.08], [0.07, -0.01, -0.12], [-0.14, 0.07, 0.03], [-0.29, 0.10, -0.28], [0.24, -0.22, 0.26], [-0.14, 0.08, -0.25], [0.32, -0.01, 0.50], [-0.04, 0.03, -0.07], [-0.05, 0.02, -0.06], [-0.07, -0.04, -0.08]]}